(w)
Here is a cluster of 3 separate species, C3H14N2O3 in total from OMol25. Energies are from the ωB97M-V functional and the def2-TZVPD basis.

Summary:
SMILES: NCNCCO.O.O
total charge: 0
HOMO level: -9.4 eV
lowest unoccupied orbital energy: 0.6 eV
HOMO-LUMO gap: 9.957 eV

Each line ends with the Löwdin charge.
CARTESIAN COORDINATES (ANGSTROEM)
N (-0.90, 1.75, -0.15)  -0.03
C (-1.90, 0.62, -0.39)  -0.26
N (-1.45, -0.73, -0.24)  -0.06
C (-0.95, -1.12, 1.07)  -0.21
C (0.57, -1.12, 1.35)  -0.24
O (1.22, 0.13, 1.21)  -0.09
H (-0.97, 2.54, -0.83)  0.11
H (-1.00, 2.27, 0.72)  0.10
H (-2.12, 0.80, -1.45)  0.12
H (-2.76, 0.82, 0.27)  0.12
H (-0.84, -1.00, -1.01)  0.11
H (-1.30, -2.14, 1.29)  0.11
H (-1.59, -0.60, 1.81)  0.12
H (0.98, -1.84, 0.63)  0.11
H (0.83, -1.49, 2.35)  0.12
H (1.07, 0.38, 0.29)  0.03
O (0.74, 0.81, -1.85)  -0.13
H (0.02, 1.17, -1.17)  -0.03
H (0.25, 0.73, -2.67)  0.02
O (3.52, -1.01, -0.49)  -0.06
H (3.13, -0.72, 0.35)  0.01
H (3.45, -0.24, -1.07)  0.03


(x)
Here is a cluster of 4 separate species, C3H14N2O3 in total from OMol25. Energies are from the ωB97M-V functional and the def2-TZVPD basis.

Summary:
SMILES: CC/N=C\N.O.O.O
total charge: 0
HOMO level: -9.6 eV
lowest unoccupied orbital energy: 0.6 eV
HOMO-LUMO gap: 10.200 eV

Each line ends with the Löwdin charge.
CARTESIAN COORDINATES (ANGSTROEM)
C (-2.03, -1.62, 0.29)  -0.12
C (-0.77, -0.99, 0.99)  -0.32
N (0.45, -1.05, 0.19)  -0.01
C (1.41, -0.22, 0.38)  -0.27
N (1.64, 0.64, 1.60)  0.05
H (-3.06, -1.18, 0.71)  0.10
H (-2.12, -2.75, 0.40)  0.07
H (-2.23, -1.46, -0.83)  0.08
H (-0.64, -1.45, 1.99)  0.11
H (-0.99, 0.03, 1.38)  0.09
H (2.26, -0.38, -0.37)  0.14
H (1.75, 1.60, 1.34)  0.02
H (1.14, 0.37, 2.54)  0.13
O (1.62, 2.46, -0.32)  -0.06
H (0.76, 2.65, -0.50)  -0.03
H (1.82, 1.60, -0.82)  0.07
O (-0.96, 1.34, -0.76)  -0.12
H (-1.00, 0.28, -0.92)  0.08
H (-1.86, 1.55, -0.38)  0.08
O (0.64, -0.43, -2.52)  0.02
H (0.86, -0.09, -1.63)  -0.02
H (1.30, -0.89, -2.77)  -0.08


(y)
Here is a cluster of 4 separate species, C3H14N2O3 in total from OMol25. Energies are from the ωB97M-V functional and the def2-TZVPD basis.

Summary:
SMILES: C/C(N)=C/N.O.O.O
total charge: 0
HOMO level: -7.4 eV
lowest unoccupied orbital energy: 0.7 eV
HOMO-LUMO gap: 8.049 eV

Each line ends with the Löwdin charge.
CARTESIAN COORDINATES (ANGSTROEM)
C (-0.04, -2.72, 0.99)  -0.05
C (-0.60, -1.45, 0.34)  -0.40
N (-1.69, -0.90, 1.02)  0.09
C (-0.02, -1.01, -0.78)  -0.21
N (-0.38, 0.15, -1.50)  0.03
H (1.00, -2.49, 1.25)  0.08
H (-0.54, -2.87, 1.94)  0.06
H (-0.12, -3.57, 0.31)  0.08
H (-1.56, -0.81, 2.01)  0.08
H (-2.02, -0.03, 0.62)  0.07
H (0.79, -1.56, -1.19)  0.10
H (-1.01, 0.85, -1.15)  0.08
H (-0.36, 0.08, -2.50)  0.08
O (2.94, -0.07, -1.34)  -0.06
H (3.11, -0.82, -1.90)  0.03
H (2.11, -0.02, -0.86)  0.00
O (-1.71, 2.77, 2.23)  -0.07
H (-2.67, 2.90, 2.27)  0.04
H (-1.33, 3.57, 2.60)  0.03
O (1.09, 2.89, -1.55)  -0.07
H (1.08, 1.94, -1.69)  -0.02
H (1.91, 3.17, -1.14)  0.03


Ranked by calculated energy, most stable first: (y), (w), (x).